# 1
16
Properties=species:S:1:pos:R:3:forces:R:3 method="wB97M-V/def2-TZVPD" mol_weight_g_mol=122.26 de_lowest_kcal_mol=36.8 max_force_ev_per_a=4.4
C -2.601084 -0.194858 0.175771 -0.919 2.509 3.470
S -1.136497 -0.999177 -0.231055 -0.044 -2.673 -2.197
C 0.331791 -0.130429 0.236777 -0.784 -0.200 1.275
C 0.404567 1.253949 -0.246740 -2.130 2.253 2.932
C 1.451054 -1.066680 -0.164665 -1.025 -1.090 1.219
S 3.083426 -0.459736 0.143638 1.098 0.070 0.334
H -2.734930 -0.064687 1.293257 0.559 -0.133 -0.698
H -2.762507 0.830965 -0.155817 0.161 -0.145 -0.701
H -3.475027 -0.777274 0.015144 -0.409 -0.822 -1.030
H 0.242549 -0.238981 1.348941 0.721 0.972 -0.686
H -0.125043 1.921576 0.525455 0.181 -0.881 -1.075
H 1.339039 1.666019 -0.134667 2.654 0.588 -0.053
H 0.014890 1.570504 -1.170073 -0.603 -0.417 -1.479
H 1.354622 -1.534997 -1.108183 -0.112 0.117 -1.428
H 1.180429 -1.922748 0.493686 1.233 0.161 -0.132
H 3.432714 0.146560 -1.021467 -0.579 -0.310 0.249



# 2
7
Properties=species:S:1:pos:R:3:forces:R:3 method="wB97M-V/def2-TZVPD" mol_weight_g_mol=48.04 de_lowest_kcal_mol=6.2 max_force_ev_per_a=4.1
C -0.790155 0.248277 1.275429 0.551 -0.798 -2.645
O -0.658435 -0.203213 0.120610 -1.171 1.342 3.691
H 0.096145 0.413057 1.933279 -0.394 -0.176 -0.363
H -1.784125 0.545897 1.686409 0.414 -0.287 -0.322
O 1.376754 -0.479283 -1.497830 -0.587 0.490 -1.129
H 1.274924 -0.154763 -2.421180 0.198 -0.400 1.010
H 0.484895 -0.369973 -1.096720 0.988 -0.170 -0.242



# 3
16
Properties=species:S:1:pos:R:3:forces:R:3 method="wB97M-V/def2-TZVPD" mol_weight_g_mol=161.04 de_lowest_kcal_mol=64.9 max_force_ev_per_a=4.7
Br -3.633396 0.553296 -0.059111 1.001 -0.700 -0.195
C -1.891246 -0.307104 -0.468269 -0.264 0.528 0.735
C -1.168567 -1.103860 0.560311 -0.894 -0.482 1.373
C -1.790605 -1.793556 -0.679755 -1.256 1.681 2.239
H -1.232903 0.434423 -0.878926 -0.234 0.060 -0.907
H -1.555132 -1.165874 1.626110 0.191 -0.264 -1.680
H -0.084559 -0.944872 0.532219 -0.493 -0.244 -0.034
H -1.117389 -2.150168 -1.354052 1.786 -0.774 -1.955
H -2.714686 -2.360794 -0.671608 0.076 0.155 0.518
C 1.323954 2.348620 0.723612 -1.425 2.923 2.301
C 1.556163 1.320168 0.044076 0.399 -2.918 -3.650
C 1.711838 0.316347 -0.796175 1.452 0.464 1.810
H 0.683411 2.143321 1.609476 0.640 0.728 -0.335
H 1.562933 3.395529 0.402706 -0.127 -1.207 0.500
H 2.603970 -0.286614 -0.679247 0.104 -0.070 -0.047
H 1.045058 -0.030590 -1.534465 -0.956 0.117 -0.673



# 4
23
Properties=species:S:1:pos:R:3:forces:R:3 method="wB97M-V/def2-TZVPD" total_charge=+1 mol_weight_g_mol=184.18 s2=2.0151 de_lowest_kcal_mol=94.4 multiplicity=3 max_force_ev_per_a=4.5
C 0.822560 0.507867 -0.095365 -0.327 -0.533 -0.708
C 0.952489 -0.902092 -0.403938 -1.711 2.594 0.634
C -0.937985 -1.280894 0.921388 -1.285 -1.551 0.998
C -0.413629 0.937579 0.324198 0.016 -3.695 1.740
C -2.325916 0.640819 1.750485 -4.147 -1.738 -0.525
C 2.320312 0.577604 -2.741762 2.374 0.825 3.419
C 1.884672 1.480888 -0.465641 0.468 -1.743 -0.874
N -1.271962 0.013361 0.996094 1.670 3.305 -1.365
N -0.028203 -1.642151 -0.013472 2.035 -2.551 -1.587
N -1.783700 -2.377242 1.359080 1.748 2.293 -1.655
O -2.693339 -2.128025 2.053435 -2.790 0.987 2.480
O -1.495938 -3.442272 0.930727 1.085 -3.026 -1.144
O 1.923302 1.663576 -1.869968 -0.505 1.243 -0.178
H -0.835936 1.900607 0.360039 0.256 1.311 -0.150
H -3.277021 0.576961 1.109931 1.102 0.057 0.706
H -2.657282 0.041048 2.632765 0.952 0.881 -0.473
H -2.208623 1.693686 1.879799 0.750 0.407 0.513
H 1.935544 -0.351594 -2.155648 -0.373 0.336 -1.931
H 3.449031 0.423315 -2.508839 -1.493 0.180 -0.927
H 2.167201 0.978351 -3.777028 -0.404 -1.319 0.991
H 2.789209 1.006534 -0.125038 0.854 -0.161 0.114
H 1.761186 2.306704 0.213864 -0.019 1.268 -0.915
H -0.075974 -2.624631 -0.375105 -0.255 0.629 0.836